The following is a DFT calculation (the ωB97M-V functional and the def2-TZVPD basis) of C39H57N6O5SSbW as an isolated structure in a non-equilibrium geometry.

Element x y z (Å)
W1 -0.86 0.09 0.17
C1 -2.16 4.36 -2.51
N1 -1.99 2.90 -2.34
C2 -0.99 2.31 -3.36
C3 -0.81 0.78 -3.51
C4 0.44 0.22 -2.76
N2 0.32 0.41 -1.30
C5 1.04 1.37 -0.56
C6 2.07 1.14 0.50
C7 1.98 2.08 1.64
C8 2.77 1.96 2.71
C9 3.85 1.00 2.73
C10 3.97 0.12 1.71
C11 3.13 0.21 0.57
O1 3.30 -0.67 -0.49
C12 -3.30 2.28 -2.11
C13 -3.79 1.93 -0.60
C14 -3.78 0.45 -0.25
N3 -2.59 -0.34 -0.44
C15 -2.60 -1.66 0.03
C16 -2.74 -2.77 -0.78
C17 -3.93 -3.48 -0.60
C18 -4.28 -4.48 -1.47
C19 -3.48 -4.77 -2.60
C20 -2.25 -4.21 -2.72
C21 -1.82 -3.11 -1.89
O2 -0.81 -2.43 -2.13
H1 -3.08 4.69 -2.93
H2 -1.34 4.67 -3.20
H3 -1.92 4.84 -1.55
H4 -0.02 2.67 -3.00
H5 -1.20 2.76 -4.32
H6 -0.70 0.49 -4.57
H7 -1.71 0.23 -3.24
H8 1.40 0.76 -3.02
H9 0.47 -0.90 -2.93
H10 0.76 2.44 -0.60
H11 1.21 2.84 1.63
H12 2.54 2.55 3.62
H13 4.53 0.99 3.59
H14 4.65 -0.71 1.80
H15 -3.28 1.36 -2.71
H16 -4.14 2.84 -2.57
H17 -4.88 2.10 -0.79
H18 -3.50 4.03 -0.07
H19 -4.59 -0.10 -0.85
H20 -4.12 0.38 0.83
H21 -2.96 -1.80 1.07
H22 -4.50 -3.28 0.28
H23 -5.19 -5.08 -1.31
H24 -3.75 -5.54 -3.33
H25 -1.59 -4.54 -3.48
C22 7.40 -0.18 0.88
C23 7.09 -1.67 0.68
C24 7.45 -2.60 1.84
Sb1 4.89 -2.04 -0.14
C25 3.55 -3.51 0.94
C26 3.50 -3.16 2.40
C27 4.11 -4.91 0.72
C28 4.31 -2.98 -2.16
C29 5.45 -3.86 -2.67
C30 3.90 -1.86 -3.10
H26 8.43 0.11 0.73
H27 7.28 0.07 1.94
H28 6.71 0.48 0.35
H29 7.35 -1.99 -0.33
H30 7.46 -2.14 2.81
H31 8.47 -2.94 1.72
H32 6.83 -3.50 1.82
H33 2.62 -3.34 0.38
H34 4.56 -3.10 2.76
H35 3.04 -4.01 2.91
H36 2.99 -2.23 2.62
H37 5.11 -5.08 1.16
H38 4.07 -5.16 -0.40
H39 3.37 -5.52 1.31
H40 3.42 -3.48 -1.83
H41 6.35 -3.25 -2.90
H42 5.08 -4.38 -3.57
H43 5.70 -4.62 -1.90
H44 4.76 -1.24 -3.29
H45 3.08 -1.26 -2.67
H46 3.56 -2.29 -4.06
S1 -0.91 -3.15 2.70
C31 -0.24 -1.95 1.98
N4 0.14 -1.01 1.21
C32 -3.34 5.81 1.49
C33 -4.69 4.98 1.76
C34 -4.63 3.36 1.66
C35 -6.07 2.91 1.46
C36 -6.37 1.41 1.68
C37 -4.33 2.98 3.12
O3 -5.14 3.29 4.03
N5 -3.16 2.31 3.53
C38 -2.17 1.47 2.93
O4 -1.75 0.59 3.70
N6 -1.87 1.64 1.57
C39 -3.56 3.06 0.51
O5 -2.27 2.96 1.18
H47 -3.17 5.84 0.40
H48 -2.46 5.47 2.07
H49 -3.55 6.83 1.87
H50 -5.45 5.23 0.98
H51 -5.15 5.29 2.73
H52 -6.35 3.19 0.46
H53 -6.60 3.49 2.23
H54 -5.80 0.69 1.12
H55 -7.39 1.20 1.38
H56 -6.27 1.11 2.75
H57 -3.15 2.25 4.54

As for the LUMO energy (alpha / beta): -7.73 / -7.74 eV. The calculation puts the total energy at -2929.62904 Ha. As for the HOMO-LUMO gap (alpha / beta): 4.7 / 4.6 eV. The value obtained for the HOMO energy (alpha / beta) is -0.45513 / -0.45341 hartree. Its charge is +2. As for the spin multiplicity: 1. The calculation puts the molar mass at 1027.59 g mol⁻¹. The value obtained for the strongest force on any atom is 6.6 eV/A.

These are the Mulliken partial charges, in e, on atoms 1 to 5: 0.780, -1.248, 0.617, -1.352, -0.524